{"formula": "C54H50CoN7O4", "method": "the ωB97M-V functional and the def2-TZVPD basis", "s2": 6.05, "total_charge": 0, "lumo_energy_ev": [-1.108, -1.204], "multiplicity": 5, "mol_weight_g_mol": 919.97, "homo_lumo_gap_ev": [5.6, 5.4], "total_energy_ev": -113054.1432, "symbols": ["Co", "C", "C", "C", "C", "C", "N", "C", "C", "C", "C", "C", "C", "C", "N", "C", "C", "C", "N", "C", "C", "N", "C", "C", "C", "N", "H", "H", "H", "H", "H", "H", "H", "H", "H", "H", "H", "H", "H", "H", "H", "H", "H", "H", "C", "C", "C", "O", "C", "C", "O", "C", "O", "C", "C", "C", "C", "C", "C", "C", "C", "C", "C", "C", "C", "C", "O", "C", "C", "C", "C", "C", "C", "C", "C", "C", "C", "C", "C", "H", "H", "H", "H", "H", "H", "H", "H", "H", "H", "H", "H", "H", "H", "H", "H", "H", "H", "H", "H", "H", "H", "H", "H", "H", "H", "H", "H", "N", "C", "C", "N", "C", "H", "H", "H", "H"], "coordinates": [[-0.803, 0.814, 0.181], [-7.604, -1.258, -0.324], [-6.204, -0.884, 0.089], [-5.904, -0.437, 1.380], [-4.622, -0.094, 1.744], [-3.520, -0.183, 0.859], [-2.244, 0.110, 1.269], [-1.950, -0.291, 2.574], [-2.361, -1.547, 3.055], [-2.177, -1.936, 4.363], [-1.566, -1.092, 5.287], [-1.387, -1.507, 6.723], [-1.093, 0.121, 4.820], [-1.256, 0.513, 3.493], [-0.657, 1.737, 3.099], [-0.572, 2.872, 3.827], [0.293, 3.711, 3.165], [0.694, 2.988, 2.032], [0.110, 1.801, 1.996], [-3.855, -0.600, -0.454], [-5.161, -0.947, -0.808], [-2.852, -0.830, -1.417], [-2.724, -1.932, -2.109], [-1.362, -1.921, -2.695], [-1.027, -0.493, -2.473], [-1.861, 0.088, -1.690], [-8.228, -1.455, 0.547], [-7.603, -2.149, -0.953], [-8.069, -0.452, -0.896], [-6.699, -0.353, 2.112], [-4.435, 0.250, 2.751], [-2.845, -2.223, 2.361], [-2.509, -2.918, 4.684], [-2.259, -2.058, 7.077], [-1.234, -0.641, 7.367], [-0.519, -2.161, 6.830], [-0.564, 0.786, 5.493], [-1.135, 3.011, 4.734], [0.606, 4.696, 3.465], [1.382, 3.278, 1.258], [-5.349, -1.260, -1.832], [-3.335, -2.790, -1.875], [-1.273, -2.222, -3.737], [-0.223, 0.062, -2.928], [4.057, -2.025, -2.875], [4.173, -1.012, -1.734], [5.635, -0.749, -1.412], [3.505, -1.402, -0.542], [2.245, -0.726, -0.421], [2.204, 0.154, -1.688], [3.559, 0.189, -2.123], [1.686, 1.618, -1.560], [0.476, 1.679, -0.933], [1.535, 2.155, -3.015], [2.626, 2.317, -3.872], [2.445, 2.811, -5.155], [1.183, 3.188, -5.593], [0.100, 3.057, -4.740], [0.275, 2.532, -3.465], [2.688, 2.559, -0.838], [3.709, 2.157, 0.016], [4.490, 3.090, 0.690], [4.281, 4.447, 0.514], [3.275, 4.867, -0.346], [2.493, 3.933, -1.006], [1.036, -1.695, -0.164], [-0.119, -0.981, -0.014], [1.287, -2.449, 1.173], [0.333, -3.377, 1.587], [0.453, -4.053, 2.789], [1.537, -3.810, 3.621], [2.480, -2.872, 3.235], [2.360, -2.204, 2.022], [0.840, -2.772, -1.254], [1.806, -3.724, -1.450], [1.627, -4.863, -2.245], [0.350, -5.146, -2.770], [-0.684, -4.308, -2.539], [-0.547, -3.021, -1.792], [4.491, -2.986, -2.602], [4.594, -1.616, -3.731], [3.017, -2.174, -3.154], [6.100, -1.670, -1.066], [5.711, 0.011, -0.636], [6.144, -0.393, -2.308], [2.256, -0.084, 0.465], [1.589, -0.365, -2.435], [3.616, 2.064, -3.527], [3.299, 2.911, -5.815], [1.049, 3.590, -6.590], [-0.887, 3.367, -5.066], [-0.564, 2.408, -2.790], [3.929, 1.112, 0.167], [5.274, 2.748, 1.354], [4.891, 5.171, 1.039], [3.096, 5.924, -0.500], [1.716, 4.276, -1.679], [-0.530, -3.576, 0.964], [-0.302, -4.776, 3.075], [1.646, -4.345, 4.556], [3.324, -2.655, 3.878], [3.135, -1.502, 1.747], [2.749, -3.588, -0.942], [2.445, -5.553, -2.401], [0.192, -6.053, -3.342], [-1.678, -4.551, -2.905], [-1.169, -3.065, -0.887], [-2.198, 4.825, -0.439], [-3.427, 4.338, -0.071], [-3.223, 3.023, 0.223], [-1.898, 2.705, 0.040], [-1.312, 3.809, -0.358], [-1.994, 5.766, -0.719], [-4.314, 4.945, -0.045], [-3.945, 2.300, 0.554], [-0.266, 3.887, -0.597]], "lowdin_charge": [0.63, -0.06, -0.29, -0.03, -0.02, -0.25, -0.01, -0.22, -0.03, -0.05, -0.28, -0.05, 0.02, -0.11, -0.07, -0.06, -0.05, -0.12, 0.08, -0.12, 0.00, 0.01, 0.06, -0.12, -0.01, 0.13, 0.07, 0.08, 0.08, 0.11, 0.12, 0.12, 0.11, 0.07, 0.07, 0.08, 0.12, 0.12, 0.09, 0.09, 0.12, 0.16, 0.16, 0.12, 0.01, -0.58, 0.02, -0.03, -0.15, -0.14, -0.03, -0.42, -0.25, -0.15, -0.02, -0.08, -0.11, -0.09, -0.05, -0.12, -0.02, -0.07, -0.10, -0.09, -0.05, -0.41, -0.21, -0.11, -0.03, -0.09, -0.10, -0.08, -0.02, -0.05, -0.05, -0.05, -0.09, -0.05, -0.16, 0.09, 0.09, 0.08, 0.09, 0.08, 0.09, 0.14, 0.14, 0.12, 0.10, 0.10, 0.10, 0.10, 0.10, 0.10, 0.10, 0.10, 0.11, 0.11, 0.10, 0.10, 0.10, 0.11, 0.12, 0.10, 0.10, 0.11, 0.13, 0.07, -0.09, -0.11, 0.03, -0.17, 0.15, 0.11, 0.09, 0.11]}